This record from the Open Molecules 2025 dataset describes one molecule with the formula C31H33F3N2O4S in a non-equilibrium geometry. The level of theory is the ωB97M-V functional and the def2-TZVPD basis.

Geometry as XYZ:
```
74
Properties=species:S:1:pos:R:3:forces:R:3
C -7.006740 -3.755869 -1.095635 0.3 0.6 -0.5
O -6.493844 -2.869143 -2.115241 -0.2 -0.3 0.4
C -5.414484 -2.092216 -1.826898 0.8 0.2 0.5
C -4.814227 -1.390881 -2.903088 -0.4 -0.5 0.6
C -3.633612 -0.712534 -2.693894 0.1 -0.4 0.1
C -3.047378 -0.622947 -1.429010 0.2 -0.1 0.5
C -1.648513 0.028134 -1.311894 -0.3 -2.4 -0.4
C -0.857676 -0.441111 -0.113016 0.4 -0.3 0.0
C 0.473707 -0.214810 0.015053 -1.2 -0.2 -0.1
N 1.233175 -0.568060 1.085305 0.4 -0.3 0.2
C 2.627814 -0.156821 1.177578 -0.2 0.1 0.3
C 3.486613 -0.680657 0.022581 0.2 -0.2 -0.2
C 4.901542 -0.149728 0.060499 0.1 -0.2 -0.1
C 5.978094 -1.043160 0.119238 0.0 0.5 0.2
C 7.280383 -0.556622 0.256200 -0.2 0.2 -0.1
C 7.506721 0.826310 0.290066 -0.2 -0.2 0.0
C 6.434300 1.718396 0.157566 -0.1 -0.3 0.0
C 5.129602 1.229056 0.040438 0.4 -0.2 0.0
C 3.050507 -0.746446 2.524367 0.4 0.0 0.6
O 4.154300 -0.662183 3.054697 -1.1 -0.1 -0.6
N 1.959540 -1.383960 3.054382 0.8 0.1 -0.2
C 2.057835 -2.155019 4.273765 -0.3 -0.2 0.1
C 0.795602 -1.453370 2.176820 0.1 0.2 -0.1
C -0.428024 -0.926716 2.946465 0.1 0.1 0.1
C 0.591611 -2.891314 1.670421 0.1 0.0 0.1
C -3.710176 -1.201165 -0.343451 0.3 0.1 -0.4
C -4.844980 -1.993294 -0.537106 -0.5 0.0 -0.6
H -7.905866 -4.173047 -1.546459 0.1 0.0 0.2
H -6.292350 -4.560980 -0.871582 -0.1 0.3 0.0
H -7.260558 -3.206382 -0.178913 0.0 -0.1 -0.2
H -5.268704 -1.426769 -3.890107 0.1 -0.1 0.2
H -3.136767 -0.263870 -3.550337 -0.1 0.0 0.1
H -1.092891 -0.440732 -2.149637 -0.4 0.2 0.1
H -1.315877 -1.209078 0.509113 0.0 0.7 -0.1
H 1.031405 0.279120 -0.786439 -0.3 0.1 0.5
H 2.690537 0.947720 1.236647 0.1 -0.4 0.0
H 3.502694 -1.783961 0.070623 -0.1 0.4 -0.1
H 3.014113 -0.398138 -0.931697 0.1 -0.1 0.3
H 5.769596 -2.115834 0.081531 0.2 0.3 0.1
H 8.110133 -1.263310 0.338105 -0.2 0.3 0.0
H 8.522276 1.204958 0.415809 -0.3 -0.1 -0.1
H 6.609653 2.795329 0.149375 0.0 -0.3 0.0
H 4.278119 1.908927 -0.060625 0.3 -0.1 0.1
H 3.031009 -1.970674 4.736189 -0.2 0.0 -0.2
H 1.259246 -1.865785 4.967416 0.2 0.0 0.0
H 1.950681 -3.228805 4.064231 0.1 0.2 0.1
H -0.123807 -0.061456 3.553826 -0.1 -0.3 -0.2
H -1.231453 -0.610037 2.280021 0.2 -0.1 0.2
H -0.805511 -1.720472 3.604452 0.0 0.3 -0.1
H 1.555176 -3.284381 1.313120 -0.3 0.1 0.0
H 0.233155 -3.521689 2.493280 0.0 0.0 -0.3
H -0.133215 -2.923748 0.851631 0.1 0.0 0.2
H -3.336672 -1.037580 0.668252 -0.1 -0.3 -0.3
H -5.273442 -2.549507 0.302641 0.1 0.4 -0.3
F -4.280238 3.351542 -4.383996 0.9 -0.3 0.4
C -3.091889 2.945142 -3.913761 0.3 -0.1 -0.2
F -2.714636 1.820448 -4.589559 -0.3 0.9 0.4
F -2.170480 3.902129 -4.130545 -0.6 -0.7 0.1
S -3.233727 2.563787 -2.043973 0.0 -0.6 0.8
C -1.581138 1.473621 -1.661153 -0.7 3.5 -1.2
C -0.754871 2.436809 -0.823733 0.2 -0.2 0.0
C 0.555432 2.724626 -1.216930 -0.2 0.3 0.1
C 1.340269 3.618366 -0.479522 -0.1 -0.1 -0.2
C 0.810947 4.248309 0.648760 -0.1 -0.3 0.1
C -0.472657 3.903911 1.090755 0.0 -0.1 -0.5
C -1.255296 3.018388 0.344275 0.2 -0.2 0.5
O -3.124096 3.842927 -1.385356 -0.1 -0.4 -0.7
O -4.442995 1.790929 -1.938887 0.3 0.5 -0.1
H -1.287066 1.543172 -2.717864 0.5 0.1 0.4
H 0.952816 2.235884 -2.110576 0.0 0.2 0.2
H 2.361737 3.817719 -0.809526 -0.3 0.1 0.1
H 1.398324 4.986993 1.197468 -0.1 -0.3 -0.1
H -0.886872 4.341147 1.999295 0.1 0.0 -0.3
H -2.265937 2.780462 0.698155 0.5 0.1 -0.2
```
Forces are in eV/Å.

Results
- LUMO energy: 0.0154 Eh
- Gap between HOMO and LUMO: 8.281 eV
- Structure (SMILES): COc1ccc([C@H](/C=C/N2[C@H](Cc3ccccc3)C(=O)N(C)C2(C)C)[C@H](c2ccccc2)S(=O)(=O)C(F)(F)F)cc1
- Spin multiplicity: 1